Density functional theory data (ωB97M-V/def2-TZVPD) for one molecule with the formula CH4N2S2.

Geometry as XYZ:
```
9
Properties=species:S:1:pos:R:3:lowdin_charge:R:1
S -0.21 -2.51 -1.68 0.669
N 0.41 -1.06 -1.53 -0.484
C 0.11 -0.21 -0.44 -0.528
N -1.22 -0.19 -0.01 -0.535
S -1.90 1.31 0.29 0.734
H 0.19 0.85 -0.66 0.071
H 0.85 -0.49 0.35 0.139
H -1.65 -1.02 0.49 0.093
H -0.92 2.03 0.83 -0.158
```

Summary:
Relative energy (zero: lowest compared OMol25 entry of this formula, charge and spin), eV: 3.0459
LUMO level (alpha / beta), eV: -1.346 / -1.353
Structure (SMILES): S=NCNS